(1)
The following is a quantum chemistry calculation of 2 unconnected molecules or ions with the total composition C4H9O3 at a distorted geometry, from the OMol25 dataset.

As for the lowest unoccupied orbital energy: 3.6 eV. The total charge is -1. For the orbital gap, the calculation gives 0.2808 hartree.

Each line ends with the natural charge from an NBO analysis.
Cartesian coordinates (Å):
C -1.5412 0.2317 -1.0685  -0.52
C -1.0714 1.6707 -0.8062  -0.61
C -1.3699 -0.7288 0.1217  0.75
O -1.2004 -0.1736 1.2391  -0.80
O -1.4231 -1.9533 -0.1198  -0.78
H -2.6060 0.2566 -1.3212  0.19
H -1.0611 -0.1657 -1.9621  0.19
H -0.9860 2.2441 -1.7321  0.17
H -0.1513 1.6550 -0.2294  0.21
H -1.7633 2.1726 -0.1318  0.20
C 1.8644 -0.9956 1.1148  -0.26
O 3.2904 -0.9989 0.8755  -0.75
H 3.5306 -0.1131 0.5874  0.45
H 1.3555 -1.4009 0.2225  0.19
H 1.7322 -1.6709 1.9463  0.18
H 1.4006 -0.0298 1.2638  0.19

***

(2)
The following is a quantum chemistry calculation of a molecular structure, C3HBr2NO at a distorted geometry, from the OMol25 dataset.

As for the lowest unoccupied orbital energy (alpha / beta): -2.5 / -2.5 eV. For the orbital gap (alpha / beta), the calculation gives 0.2670 / 0.2665 hartree.

Each line ends with the natural charge from an NBO analysis.
Cartesian coordinates (Å):
C 0.1800 -1.1434 0.1986  0.22
C -0.6020 0.5107 0.6490  0.59
C 0.4194 0.2284 -0.4042  -0.37
N -0.6890 -0.7574 1.1064  -0.41
O -1.8067 1.9335 0.8819  -0.55
Br 2.1923 0.9497 -0.1640  0.14
Br -0.2006 0.4153 -2.2252  0.15
H 0.5067 -2.1369 -0.0425  0.23

***

(3)
The following is a quantum chemistry calculation of 4 unconnected molecules or ions with the total composition C20H45BBrCl2F3N3O12P2S2 at a distorted geometry, from the OMol25 dataset.

As for the lowest unoccupied orbital energy: 0.9 eV. The total charge is -1. For the orbital gap, the calculation gives 0.1990 hartree.

Each line ends with the Mulliken charge.
Cartesian coordinates (Å):
C 1.0551 2.2579 3.4021  -0.81
C 0.0332 1.8644 2.1377  0.68
B -0.1182 0.2081 1.9678  -0.14
O 1.1684 -0.4627 2.3824  -0.67
P -1.6863 -0.7338 1.3675  -0.46
Br -3.6070 -1.6878 0.4762  -0.18
C -1.2053 -2.3597 2.2902  -0.68
C -2.0262 -3.7164 1.8781  -0.36
C -1.1583 -4.9366 2.6467  -0.87
C 0.1459 -5.4298 1.7687  -0.43
S -0.2842 -6.3212 0.1711  1.00
O -1.7600 -6.8363 0.2019  -0.54
O -0.2607 -5.2220 -0.9620  -0.46
Cl 1.0192 -7.8619 -0.3571  -0.25
C -2.2130 0.7952 0.3079  -1.45
O -1.2329 1.2350 -0.6947  0.78
C -1.8035 2.1918 -1.6567  -0.56
O -0.7825 3.0487 -2.2798  -0.43
C 0.0142 2.3303 -3.2879  -0.22
C 1.5841 2.3427 -2.7261  0.23
O 1.8832 3.6178 -2.0337  -0.60
P -0.6003 -1.6735 -0.3307  0.93
O 0.9335 -0.8204 -0.6209  -0.20
Cl -1.8288 -1.5881 -2.1185  -0.43
S -2.8833 -0.2147 3.0382  1.28
O -4.0383 0.8263 2.7445  -0.72
O -3.7240 -1.4958 3.4450  -0.66
C -2.0790 0.3451 4.5982  0.59
F -3.1452 0.1592 5.6647  -0.28
F -0.9331 -0.4160 5.1258  -0.25
F -1.8024 1.8285 4.6966  -0.16
H 0.8204 3.3290 3.8295  0.19
H 2.1483 2.1173 3.0102  0.24
H 0.8254 1.4454 4.2457  0.18
H 0.4442 2.3177 1.1179  0.13
H -0.9674 2.4139 2.3650  -0.27
H 1.0275 -0.8507 3.3002  0.32
H -0.0773 -2.6642 2.0325  0.05
H -1.2471 -2.2873 3.4540  0.34
H -3.0916 -3.8272 2.3483  0.23
H -1.9451 -4.0304 0.7478  0.30
H -0.8844 -4.6071 3.7588  0.38
H -1.8857 -5.8494 2.7178  0.40
H 0.9350 -4.5482 1.6105  0.24
H 0.7252 -6.2236 2.4445  0.40
H -3.2136 0.5942 -0.3156  0.49
H -2.4627 1.7556 0.9423  0.31
H -2.4345 1.6271 -2.4642  0.23
H -2.5502 2.8787 -1.0405  0.24
H 0.0320 3.0156 -4.2539  0.24
H -0.3676 1.2552 -3.5491  0.14
H 1.6683 1.4814 -1.9298  -0.13
H 2.3251 2.1295 -3.6373  0.17
H 2.6780 3.4888 -1.4092  0.31
H 1.4897 -1.5220 -1.1009  0.13
C -2.1592 6.1865 3.1595  0.06
O -1.1545 5.6510 2.7092  -0.54
N -2.8504 5.7784 4.2805  0.17
C -4.0347 6.4675 4.7508  -0.93
C -2.3777 4.6222 5.0135  -0.72
H -2.6029 7.0737 2.6785  0.27
H -3.8548 6.8272 5.7681  0.32
H -4.8747 5.7669 4.7532  0.32
H -4.2782 7.3174 4.1076  0.30
H -1.3557 4.8111 5.3555  0.28
H -2.3709 3.7557 4.3453  0.13
H -3.0223 4.4195 5.8730  0.38
C 4.0288 -2.9075 -0.5195  0.05
O 2.9625 -2.3906 -0.2117  -0.61
N 4.8359 -2.5165 -1.5667  0.20
C 6.0873 -3.1815 -1.8672  -0.96
C 4.4198 -1.4036 -2.3950  -0.90
H 4.4381 -3.7616 0.0448  0.28
H 6.9008 -2.4534 -1.7984  0.33
H 6.0399 -3.5830 -2.8836  0.33
H 6.2776 -3.9993 -1.1669  0.28
H 4.3084 -0.5147 -1.7669  0.30
H 3.4515 -1.6390 -2.8470  0.25
H 5.1555 -1.2100 -3.1802  0.38
C 1.9691 0.1724 -5.8484  0.06
O 1.5309 0.6120 -4.7931  -0.50
N 1.2081 -0.2760 -6.9070  0.18
C 1.8038 -0.7833 -8.1261  -0.93
C -0.2357 -0.2392 -6.7980  -0.91
H 3.0532 0.1006 -6.0357  0.25
H 1.4687 -0.1686 -8.9667  0.33
H 1.4789 -1.8170 -8.2757  0.34
H 2.8956 -0.7544 -8.0734  0.28
H -0.5535 0.7941 -6.6291  0.27
H -0.5434 -0.8466 -5.9414  0.30
H -0.7020 -0.6239 -7.7089  0.36